This record from OMol25 describes a 2-piece molecular cluster, C9H19N2 overall in a non-equilibrium geometry. The level of theory is wB97M-V/def2-TZVPD.

Properties
Spin multiplicity: 3
⟨S²⟩: 2.016
Energy above the lowest of the compared OMol25 structures with the same formula, charge and spin (kcal per mole): 7.8
Max |F| (eV/A): 3.858
Total charge: +1

The geometry in XYZ format:
```
30
Properties=species:S:1:pos:R:3:forces:R:3
C -2.5960 2.3204 0.3144 -1.4 0.2 1.4
C -2.1011 1.6655 -0.6778 -1.1 1.7 2.8
C 2.6998 -0.5844 0.4779 0.7 0.8 -3.4
C 2.5517 0.9130 0.6668 0.7 -0.2 0.6
C 1.7397 -0.8519 -0.7270 1.9 0.7 0.1
C 1.2002 1.3464 0.1732 0.7 0.3 -1.3
C -1.1347 -1.1045 -1.5111 -1.1 -1.1 1.0
C -1.6392 -1.8607 1.2397 -0.3 -0.6 -1.1
C -0.7227 -0.3166 -0.3337 3.4 -1.7 0.4
N -0.8187 -0.6914 1.0002 -0.3 -0.6 -1.6
N 0.6706 0.2074 -0.6690 -0.7 0.9 -0.9
H -3.3517 3.0998 0.4946 0.1 0.6 -1.7
H -2.5458 2.0659 1.3660 0.9 -1.1 0.4
H -1.8354 1.7828 -1.6408 0.4 0.2 -3.2
H 3.7873 -0.7609 0.2336 -1.3 -0.4 0.2
H 2.4022 -1.0972 1.3198 -0.5 -1.2 1.8
H 2.8037 1.0041 1.7007 -0.6 0.9 1.0
H 3.3088 1.5013 0.1923 0.6 0.0 -0.7
H 2.3416 -0.7011 -1.6300 -0.3 0.2 0.0
H 1.2596 -1.7856 -0.8356 -0.3 -1.1 0.3
H 0.5179 1.5990 0.9218 -1.2 0.2 1.1
H 1.2782 2.2054 -0.5087 0.0 -0.2 0.4
H -0.5603 -2.0022 -1.8309 0.0 0.5 0.4
H -1.2214 -0.4472 -2.3437 -0.1 0.5 -0.9
H -2.1335 -1.4644 -1.2898 -0.3 -0.1 -0.4
H -1.1341 -2.7617 0.9144 0.3 -0.1 -0.6
H -1.6657 -2.0434 2.2743 -0.8 0.2 1.4
H -2.6201 -1.8385 0.7088 0.5 0.1 0.9
H -1.0143 0.0415 1.6459 0.0 0.7 0.4
H 0.5333 0.5589 -1.6462 0.3 -0.2 1.1
```
Positions in Å, forces in eV/Å.

natural (NBO) charges in e: -0.498 -0.117 -0.396 -0.443 -0.223 -0.213 -0.736 -0.423 0.422 -0.622 -0.411 0.241 0.204 0.170 0.249 0.220 0.249 0.228 0.224 0.226 0.227 0.231 0.236 0.230 0.257 0.207 0.230 0.203 0.397 0.433

***

This record from OMol25 describes C9H19N3O4 as an isolated structure in a non-equilibrium geometry. The level of theory is wB97M-V/def2-TZVPD.

Properties
Energy above the lowest of the compared OMol25 structures with the same formula, charge and spin (kcal per mole): 90.4
Max |F| (eV/A): 6.740

The geometry in XYZ format:
```
35
Properties=species:S:1:pos:R:3:forces:R:3
C 0.7208 -0.4631 0.5040 0.0 -1.4 2.3
C 0.4574 -0.5319 -0.9286 -5.9 -0.6 1.5
C -0.4052 0.2662 1.2820 -0.4 -3.0 0.8
C -0.4268 -0.2145 2.8125 -0.4 -2.4 -0.9
C -1.4811 0.6259 3.5378 1.5 1.0 1.0
C -2.7729 0.0214 3.7559 -3.9 -3.3 4.4
C 1.1783 -0.4670 -3.1756 0.5 -1.2 -0.9
C 2.6530 -0.4725 -3.6669 -2.4 1.0 -0.6
C 0.3336 0.6280 -3.9596 0.1 2.4 1.9
H 2.5009 -0.7462 1.5660 -1.1 2.4 -2.1
H 1.9875 0.9170 1.3137 0.6 -2.0 -0.9
H 0.6008 -1.5661 0.8079 0.2 1.4 -0.3
H -0.3825 1.3213 1.2418 0.5 1.4 -0.2
H -1.3794 -0.0604 0.7951 1.2 0.4 0.8
H -0.9807 -1.4383 2.7042 2.2 3.5 0.7
H 0.6474 -0.2141 3.4274 -2.8 -0.2 -1.9
H -1.7623 1.5665 3.0231 0.9 0.0 0.0
H -1.1508 0.8854 4.5814 0.0 0.1 -1.1
H -3.3561 0.6789 4.5320 0.7 -0.4 -1.6
H -2.7351 -0.9447 4.4965 0.4 1.7 -1.9
H -3.6135 0.4720 1.9633 -0.6 -1.6 0.8
H -4.4534 -0.8719 2.7843 1.6 1.3 -0.3
H 2.3428 -0.1961 -1.3461 -1.4 0.0 -1.1
H 0.7964 -1.5215 -3.4206 0.2 1.4 0.5
H -0.6586 1.0210 -3.2724 3.1 -1.1 -1.8
H -0.0608 0.4029 -4.9753 0.7 -0.3 0.9
H 1.2033 2.3363 -3.2657 1.0 -1.7 -3.3
H 3.4262 -0.8009 -5.3847 -1.4 0.8 0.7
N 2.0812 -0.0366 0.8162 1.0 0.0 3.3
N -3.5380 -0.3820 2.5829 -0.3 0.9 -0.6
N 1.3722 -0.3002 -1.7717 3.4 1.1 -1.0
O -0.7376 -0.8122 -1.2035 1.3 0.1 -0.9
O 3.6420 -0.3569 -3.0208 0.8 -0.4 0.4
O 1.4061 1.7898 -4.1626 -3.6 0.1 3.9
O 2.5447 -0.5355 -4.9739 2.4 -1.4 -2.4
```
Positions in Å, forces in eV/Å.

natural (NBO) charges in e: -0.140 0.650 -0.428 -0.398 -0.462 -0.189 -0.179 0.821 -0.089 0.378 0.368 0.217 0.191 0.271 0.218 0.216 0.196 0.222 0.159 0.170 0.357 0.382 0.469 0.235 0.220 0.219 0.469 0.500 -0.857 -0.864 -0.618 -0.693 -0.583 -0.752 -0.674

***

This record from OMol25 describes one molecule with the formula C9H19N5O4 in a non-equilibrium geometry. The level of theory is wB97M-V/def2-TZVPD.

Properties
SMILES: [H]/N=C(/N)NCCC[C@H](N)C(=O)N[C@@H](CO)C(=O)O
Energy above the lowest of the compared OMol25 structures with the same formula, charge and spin (kcal per mole): 101.8
Max |F| (eV/A): 6.186

The geometry in XYZ format:
```
37
Properties=species:S:1:pos:R:3:forces:R:3
H 4.0341 -1.5256 1.4335 -0.2 -0.1 0.1
N 4.0777 -2.4852 1.7523 4.3 2.3 -0.5
C 3.0520 -3.1228 1.7588 -5.7 -2.4 0.5
N 3.0243 -4.4352 2.2334 0.8 1.1 0.3
N 1.7288 -2.7253 1.3915 3.2 0.7 -1.7
C 1.5739 -1.5507 0.5787 -2.6 1.1 -0.6
C 0.8351 -0.3195 1.2979 -0.5 -1.0 -2.6
C -0.7592 -0.3574 1.1064 -0.1 0.9 1.0
C -1.1683 1.0608 0.5550 3.4 0.5 -0.5
N -1.0459 1.9258 1.7521 -1.6 -0.5 -0.2
C -2.4790 1.3393 -0.2017 -1.7 -1.0 3.9
O -3.3892 1.4299 0.6235 -0.6 0.2 -1.2
N -2.7283 1.3737 -1.5225 1.6 0.4 -1.2
C -1.6361 1.6331 -2.5196 -2.2 1.0 -1.4
C -1.1541 3.1490 -2.6143 2.0 -3.6 -0.5
O -0.6051 3.1892 -1.2973 -0.6 3.0 0.2
C -0.4354 0.6624 -2.2642 2.6 -1.8 -0.7
O 0.7579 0.8561 -2.1286 -1.6 1.9 -0.4
O -0.6902 -0.6668 -2.2207 -5.0 0.2 -1.1
H 2.2341 -5.0133 2.0487 0.0 -0.3 -0.4
H 3.9603 -4.7849 2.1630 0.0 -0.8 0.3
H 1.0446 -3.0113 2.0041 -1.8 -0.5 1.3
H 2.4979 -1.3295 0.0409 0.1 0.3 0.6
H 0.8727 -1.7464 -0.2700 0.5 -0.3 0.4
H 1.2084 -0.2564 2.2714 0.0 0.0 1.8
H 1.1228 0.6167 0.8183 0.4 -0.2 0.0
H -1.2969 -0.4302 2.0903 0.5 -0.1 -0.8
H -1.1266 -1.1661 0.4897 0.3 -0.3 -0.3
H -0.2483 1.3536 -0.0794 -1.2 -0.9 1.2
H -1.9868 1.8162 2.2661 2.0 0.8 -1.1
H -0.8401 2.8765 1.4341 -0.6 -0.2 0.5
H -3.6518 1.7152 -1.8066 0.5 -0.2 0.5
H -2.2650 1.4582 -3.4134 1.3 -0.7 -0.4
H -0.2147 3.0308 -3.2720 -1.5 0.7 0.3
H -1.8876 3.8951 -3.1253 1.1 -1.0 1.9
H -0.7075 2.3110 -0.9091 0.3 1.1 -0.1
H -1.7086 -0.7659 -2.4651 2.9 -0.2 0.9
```
Positions in Å, forces in eV/Å.

natural (NBO) charges in e: 0.353 -0.759 0.591 -0.846 -0.674 -0.224 -0.400 -0.391 -0.148 -0.834 0.631 -0.614 -0.620 -0.207 -0.081 -0.748 0.754 -0.540 -0.651 0.384 0.397 0.381 0.216 0.190 0.215 0.208 0.222 0.207 0.187 0.392 0.371 0.421 0.240 0.199 0.211 0.481 0.482

***

This record from OMol25 describes one molecule with the formula C9H19N5O4 in a non-equilibrium geometry. The level of theory is wB97M-V/def2-TZVPD.

Properties
SMILES: [H]/N=C(/N)NCCC[C@H](NC(=O)[C@@H](N)CO)C(=O)O
Energy above the lowest of the compared OMol25 structures with the same formula, charge and spin (kcal per mole): 27.7
Max |F| (eV/A): 3.683

The geometry in XYZ format:
```
37
Properties=species:S:1:pos:R:3:forces:R:3
H -0.4573 -1.8657 -0.7551 -1.5 -0.3 0.8
N -1.4170 -2.2620 -0.9238 0.1 1.0 -0.7
C -2.4762 -1.5756 -0.6984 1.3 -2.6 -1.4
N -3.6715 -1.9356 -1.3628 1.2 -1.3 -0.2
N -2.6685 -0.5448 0.1672 1.2 1.4 1.3
C -1.8504 -0.4785 1.4084 0.1 1.0 -0.7
C -1.5824 0.9930 1.8407 -1.2 -0.5 0.8
C -0.2357 1.5206 1.4151 1.5 0.5 1.5
C 0.0887 1.5807 -0.0737 -0.8 -2.3 -0.6
N 1.4451 1.7478 -0.5443 -1.9 3.1 0.3
C 2.5424 1.0473 -0.4879 0.2 -2.4 0.5
O 3.6145 1.5054 -0.8068 0.8 0.3 -0.2
C 2.3890 -0.4144 -0.0159 -0.7 0.0 0.7
N 1.3713 -1.2575 -0.7028 0.7 1.5 -1.0
C 3.7388 -0.9945 -0.1870 -0.7 -2.0 -1.8
O 3.7668 -2.4083 0.0363 -0.1 0.1 1.5
C -0.7660 2.5278 -0.8574 0.5 2.5 -0.1
O -0.3803 3.6639 -1.0918 -0.7 -1.4 0.0
O -1.9477 2.0916 -1.2880 -0.5 -0.4 0.4
H -4.1764 -1.1219 -1.5944 -1.0 0.8 -0.5
H -3.4449 -2.5060 -2.2022 -0.3 0.7 1.0
H -3.6323 -0.4217 0.3320 -1.2 0.3 0.5
H -0.8993 -0.9061 1.1447 0.4 -0.3 -0.1
H -2.2381 -1.0990 2.2156 -0.4 0.1 -0.1
H -2.3807 1.6623 1.4841 0.0 -0.3 0.1
H -1.6419 1.0462 2.9695 0.2 0.0 -1.2
H -0.1109 2.5032 1.8976 0.1 -0.1 -0.3
H 0.4919 0.8569 1.9416 -0.1 0.5 -0.7
H -0.2676 0.6360 -0.4585 0.3 -0.8 -0.1
H 1.6392 2.7143 -0.7841 -0.1 0.1 -0.1
H 2.1275 -0.3891 1.0627 0.0 0.0 -0.4
H 1.7507 -2.1895 -0.6183 0.0 -0.5 0.1
H 1.5031 -1.0541 -1.7119 -0.4 -0.2 0.6
H 4.4172 -0.4562 0.3680 1.9 0.9 1.2
H 3.9523 -0.8993 -1.2480 0.5 0.1 0.0
H 3.6397 -2.5505 1.0032 0.2 0.0 -1.0
H -2.2332 1.2332 -0.8739 0.5 0.4 -0.3
```
Positions in Å, forces in eV/Å.

natural (NBO) charges in e: 0.394 -0.818 0.577 -0.832 -0.672 -0.231 -0.413 -0.405 -0.165 -0.594 0.676 -0.611 -0.170 -0.853 -0.077 -0.720 0.790 -0.581 -0.679 0.361 0.402 0.385 0.220 0.204 0.208 0.227 0.225 0.210 0.221 0.427 0.186 0.393 0.364 0.190 0.188 0.462 0.510

***

This record from OMol25 describes a 2-piece molecular cluster, C9H19NO overall in a non-equilibrium geometry. The level of theory is wB97M-V/def2-TZVPD.

Properties
SMILES: OCCN1CC1.C=CCCC
Energy above the lowest of the compared OMol25 structures with the same formula, charge and spin (kcal per mole): 75.1
Max |F| (eV/A): 1.456

The geometry in XYZ format:
```
30
Properties=species:S:1:pos:R:3:forces:R:3
O 1.4453 3.9321 -1.3069 0.2 -0.1 0.5
C 0.9017 2.6160 -1.2033 -0.8 -0.1 -0.3
C 1.9195 1.5876 -1.6891 0.5 0.8 0.3
N 1.3746 0.2569 -1.7854 0.3 -0.3 -0.1
C 0.5932 -0.0505 -2.9700 -0.2 0.3 -0.1
C 1.9946 -0.5345 -2.8460 -0.4 -0.8 0.2
H 1.3305 4.4040 -0.4728 0.0 -0.2 -0.2
H 0.5329 2.3595 -0.1950 0.3 0.2 -0.2
H 0.0182 2.6071 -1.8828 0.4 -0.3 0.4
H 2.8086 1.5455 -1.0140 -0.6 0.2 -0.4
H 2.2546 1.9656 -2.6645 0.2 -0.1 -0.1
H 0.4441 0.7681 -3.6811 -0.1 -0.3 0.2
H -0.2594 -0.7122 -2.8014 0.3 0.2 -0.2
H 2.1636 -1.5869 -2.5850 0.1 0.5 -0.2
H 2.7150 -0.0610 -3.5182 -0.1 -0.1 0.4
C -3.1246 -2.8682 2.0631 -0.7 1.2 0.5
C -2.6140 -1.6328 1.9179 -0.5 -1.3 -0.2
C -1.3657 -1.3677 1.1468 0.4 0.0 -0.6
C -0.5114 -0.2326 1.6901 0.3 -0.1 -0.2
C 0.0108 -0.5877 3.0560 0.8 0.1 0.5
H -4.1257 -2.9626 2.5142 0.6 -0.1 -0.1
H -2.6465 -3.7887 1.7478 0.1 0.2 -0.2
H -3.1715 -0.7801 2.3141 0.1 -0.1 -0.2
H -1.6192 -1.1117 0.1000 -0.1 -0.2 0.3
H -0.7705 -2.2999 1.1158 -0.2 0.3 -0.1
H -1.1036 0.6706 1.7475 -0.3 0.4 -0.1
H 0.3207 -0.0337 0.9930 -0.3 -0.1 0.2
H 0.5517 0.2450 3.5447 -0.3 -0.3 -0.2
H -0.7916 -0.9325 3.7074 0.0 0.1 0.1
H 0.7239 -1.4144 2.9569 -0.1 0.0 0.1
```
Positions in Å, forces in eV/Å.

natural (NBO) charges in e: -0.729 -0.068 -0.238 -0.406 -0.266 -0.261 0.475 0.172 0.161 0.201 0.168 0.189 0.207 0.205 0.195 -0.404 -0.174 -0.444 -0.398 -0.608 0.195 0.194 0.196 0.217 0.204 0.188 0.216 0.206 0.207 0.201

***

This record from OMol25 describes a 2-piece molecular cluster, C9H19NO overall. The level of theory is wB97M-V/def2-TZVPD.

Properties
SMILES: CC(C)=C(C)C.CNC(C)=O
Energy above the lowest of the compared OMol25 structures with the same formula, charge and spin (kcal per mole): 17.0
Max |F| (eV/A): 0.746

The geometry in XYZ format:
```
30
Properties=species:S:1:pos:R:3:forces:R:3
C 0.4767 -0.4266 -2.2729 0.0 0.4 0.0
C 1.0891 -0.4375 -0.8915 0.5 0.4 0.0
C 1.4187 -1.8459 -0.4543 0.1 0.1 0.3
C 1.3124 0.6666 -0.1455 0.3 -0.3 -0.5
C 1.9245 0.6557 1.2361 0.0 -0.3 0.0
C 0.9830 2.0751 -0.5828 -0.1 -0.1 -0.3
H -0.4414 -1.0377 -2.2604 0.3 0.1 -0.2
H 0.2206 0.5859 -2.6278 0.1 -0.6 0.1
H 1.1902 -0.8782 -2.9826 -0.3 0.1 0.1
H 1.8695 -1.8956 0.5512 -0.2 -0.1 -0.6
H 0.4927 -2.4451 -0.4547 0.3 0.0 0.0
H 2.1239 -2.2878 -1.1782 -0.3 0.0 0.3
H 2.1788 -0.3569 1.5917 -0.1 0.6 -0.1
H 2.8437 1.2653 1.2234 -0.3 -0.2 0.1
H 1.2116 1.1089 1.9452 0.3 -0.1 -0.1
H 1.9089 2.6745 -0.5806 -0.4 -0.1 0.0
H 0.5340 2.1249 -1.5890 0.2 0.1 0.6
H 0.2764 2.5165 0.1400 0.3 0.0 -0.2
C -1.0710 -1.2607 2.1425 0.1 -0.1 0.2
N -1.2306 -0.4206 0.9716 -0.3 0.1 -0.1
C -2.4533 0.0671 0.6220 -0.1 -0.4 0.6
C -2.4706 0.9292 -0.6225 -0.3 0.3 -0.3
O -3.4578 -0.1851 1.2808 0.4 0.2 -0.4
H -0.0091 -1.5425 2.2408 -0.4 0.1 -0.1
H -1.6724 -2.1810 2.0531 0.2 0.4 0.1
H -1.3793 -0.7263 3.0568 0.1 -0.2 -0.3
H -0.4171 -0.1878 0.3967 -0.6 -0.2 0.4
H -2.1207 0.3621 -1.5014 -0.1 0.2 0.4
H -3.5038 1.2669 -0.8102 0.5 -0.2 0.1
H -1.8277 1.8167 -0.4977 -0.2 -0.4 -0.1
```
Positions in Å, forces in eV/Å.

natural (NBO) charges in e: -0.642 -0.013 -0.646 0.003 -0.649 -0.645 0.216 0.215 0.222 0.213 0.221 0.223 0.213 0.222 0.221 0.222 0.215 0.216 -0.412 -0.660 0.669 -0.714 -0.635 0.195 0.207 0.207 0.426 0.224 0.242 0.224

***

This record from OMol25 describes one molecule with the formula C9H19NO2Si in a non-equilibrium geometry. The level of theory is wB97M-V/def2-TZVPD.

Properties
Energy above the lowest of the compared OMol25 structures with the same formula, charge and spin (kcal per mole): 16.4
Max |F| (eV/A): 6.061

The geometry in XYZ format:
```
32
Properties=species:S:1:pos:R:3:forces:R:3
C -0.4648 2.0232 -0.2534 0.3 1.4 -0.2
C -2.4665 1.0389 0.2053 -1.4 -2.6 0.6
C -1.8703 -0.2364 -0.4592 0.6 2.4 1.1
C -2.2702 1.0081 1.7050 0.2 1.2 1.2
C -2.0632 -1.5164 0.2622 2.0 -0.8 0.2
C -1.7196 -0.2113 -1.9201 -1.2 2.8 -1.9
C 2.2722 0.2655 -1.8123 -0.8 -3.0 2.4
C 1.9978 -1.2577 1.0358 3.6 4.9 0.3
C 2.8365 1.7493 0.9439 0.2 -0.6 -2.3
N 0.0073 0.8360 0.0265 -1.5 -2.3 -0.1
O 0.2010 3.0291 -0.4468 -0.6 0.1 -0.1
O -1.8622 2.0946 -0.3102 2.1 3.3 -1.8
Si 1.7371 0.5546 0.0527 0.7 -2.8 -0.7
H -3.5668 1.1728 -0.0408 1.0 -0.6 0.1
H -2.2669 2.1357 2.0633 -0.1 -2.4 -0.6
H -1.2350 0.5623 1.9069 -1.8 0.6 0.2
H -3.1459 0.4721 2.1328 0.9 0.2 0.3
H -3.1123 -1.5203 0.5628 0.1 -0.3 0.4
H -1.3245 -1.5337 1.1764 -1.7 -0.2 -1.6
H -1.8578 -2.3851 -0.4335 -0.2 0.9 1.0
H -0.9406 -0.8522 -2.1558 1.3 -1.6 -0.8
H -1.3693 0.8363 -2.3103 -0.9 -1.9 0.9
H -2.6491 -0.4769 -2.5595 1.2 0.2 1.4
H 1.3254 -0.1356 -2.2568 1.0 0.2 -0.1
H 2.6590 1.0422 -2.3525 0.5 2.4 -1.3
H 3.1132 -0.4954 -1.8476 -1.2 0.4 0.1
H 1.8160 -2.0770 0.4745 -0.4 -2.7 -1.9
H 3.1372 -1.2409 1.4165 -2.4 -0.2 -1.0
H 1.4361 -1.2853 1.9140 -1.1 0.0 1.5
H 3.8554 1.7021 0.5361 -0.3 -0.1 0.2
H 2.4474 2.7111 0.8031 -0.4 1.6 -0.2
H 2.8138 1.5232 1.9414 0.2 -0.5 2.7
```
Positions in Å, forces in eV/Å.

natural (NBO) charges in e: 0.844 -0.005 0.470 -0.662 -0.737 -0.734 -1.083 -1.028 -1.121 -1.010 -0.657 -0.521 1.766 0.218 0.243 0.245 0.212 0.250 0.281 0.232 0.234 0.261 0.257 0.216 0.231 0.229 0.206 0.218 0.209 0.244 0.262 0.230